[1]
13
Properties=species:S:1:pos:R:3:lowdin_charge:R:1 method="wB97M-V/def2-TZVPD" smiles="CNC(=O)N1C=C1" relative_energy_ev=4.949 multiplicity=1 e_homo_ev=-8.453 total_charge=0
C 0.6550 1.2122 0.0038 -0.104
N -0.4249 0.7612 0.8631 0.038
C -1.2435 -0.3069 0.6183 -0.563
O -2.1233 -0.6561 1.3753 0.062
N -1.0018 -1.1165 -0.5532 0.038
C 0.2539 -0.8883 -1.3197 -0.088
C 0.3386 -1.7772 -0.3988 -0.009
H 1.3935 1.7514 0.5887 0.086
H 0.2830 1.8728 -0.7971 0.096
H 1.1957 0.3120 -0.4022 0.058
H -0.6753 1.2940 1.6860 0.141
H 0.5498 -0.2585 -2.1437 0.120
H 0.7992 -2.2000 0.4794 0.124

[2]
10
Properties=species:S:1:pos:R:3:lowdin_charge:R:1 method="wB97M-V/def2-TZVPD" smiles="NNc1c([O-])c1=O" relative_energy_ev=3.703 multiplicity=1 e_homo_ev=-3.480 total_charge=-1
N -1.9038 0.0202 -0.3192 -0.091
N -1.0000 0.7735 0.6006 -0.119
C 0.4465 0.1249 0.4034 -0.051
C 1.7721 0.3563 -0.1141 -0.392
O 2.5137 1.2627 -0.4206 -0.048
C 1.2465 -0.9737 0.1427 -0.453
O 1.3739 -2.1854 0.0475 -0.069
H -2.4126 -0.6580 0.4029 0.102
H -1.2414 -0.4402 -0.9515 0.044
H -0.7950 1.7196 0.2082 0.077